# 1
Here is the ion C6H9N4 with charge +1 in a non-equilibrium geometry from the OMol25 dataset. Energies are from ωB97M-V/def2-TZVPD.

The HOMO energy is -13.01 eV. The value obtained for the LUMO energy is -3.36 eV. As for the HOMO-LUMO gap: 9.65 eV. The energy relative to the best compared isomer or geometry (same formula, charge and spin) comes out at 57.3 kJ/mol. As for the max |F|: 1.7 eV Å⁻¹.

```
! wB97M-V def2-TZVPD RIJCOSX def2/J DEFGRID3
* xyz 1 1
C -0.92713 -2.26881 0.00962
N -0.63043 -0.85721 -0.00411
C -1.53506 0.08992 -0.02655
N -1.26672 1.37947 -0.02791
C 0.06092 1.99035 0.02276
C 1.08172 0.90172 0.00504
C 2.45747 0.86039 -0.00728
N 2.79945 -0.44616 -0.01558
N 1.75282 -1.25533 -0.01050
C 0.70464 -0.45498 0.00302
H -0.62487 -2.69779 0.96573
H -0.35021 -2.75987 -0.77352
H -1.98940 -2.43610 -0.14884
H -2.57662 -0.20635 -0.04925
H -2.04045 2.02935 -0.05461
H 0.14225 2.59500 0.93496
H 0.17916 2.66183 -0.83586
H 3.18538 1.64449 -0.01211
H 3.72908 -0.83958 -0.02286
*
```


# 2
Here is the molecule C27H29FN4O2 in a non-equilibrium geometry from the OMol25 dataset. Energies are from ωB97M-V/def2-TZVPD.

The HOMO energy is -7.73 eV. The value obtained for the LUMO energy is 0.41 eV. As for the HOMO-LUMO gap: 8.14 eV. As for the max |F|: 1.2 eV Å⁻¹.

```
! wB97M-V def2-TZVPD RIJCOSX def2/J DEFGRID3
* xyz 0 1
C 0.58639 6.05864 0.41524
O 0.28125 4.77306 0.89781
C -0.61928 4.01051 0.21815
C -1.25203 4.41154 -0.95455
C -2.15920 3.57945 -1.58252
C -2.46237 2.32954 -1.05119
C -3.40557 1.45312 -1.70625
N -3.60024 0.27146 -1.27378
N -4.47419 -0.53468 -1.88147
C -4.77424 -1.80509 -1.45615
O -5.68736 -2.40692 -1.98567
C -3.95101 -2.36131 -0.35643
C -2.58158 -2.14348 -0.25080
C -1.86605 -2.73025 0.77656
C -2.49176 -3.53327 1.72136
C -1.72138 -4.14891 2.84848
C -3.86011 -3.75733 1.60188
C -4.57965 -3.19032 0.57062
C -1.83200 1.93953 0.13477
C -0.91684 2.75052 0.77175
C -0.20946 2.27311 2.01923
N 0.96442 1.44903 1.77615
C 0.68131 0.17809 1.14369
C 1.92972 -0.70744 1.18610
N 3.01525 -0.03181 0.51286
C 4.05568 -0.75637 -0.04577
C 4.94659 -0.12684 -0.92598
C 5.96143 -0.82586 -1.54419
C 6.09433 -2.18020 -1.29752
F 7.08868 -2.87194 -1.90471
C 5.23118 -2.83841 -0.44479
C 4.22321 -2.12761 0.17880
C 3.27709 1.25809 1.11833
C 2.02175 2.12323 1.05139
H 1.30159 6.47508 1.12315
H -0.30118 6.69816 0.38162
H 1.04512 6.01792 -0.57788
H -1.04213 5.37548 -1.39049
H -2.63460 3.90726 -2.49576
H -3.93343 1.84411 -2.58532
H -5.03817 -0.18344 -2.66232
H -2.07079 -1.53152 -0.97698
H -0.79973 -2.56573 0.84128
H -2.01502 -3.69486 3.79489
H -0.65189 -4.00650 2.71550
H -1.92883 -5.21545 2.91509
H -4.35963 -4.38893 2.32242
H -5.63826 -3.37570 0.46795
H -2.09135 0.97970 0.55347
H -0.90097 1.67894 2.62268
H 0.11811 3.13539 2.60384
H 0.37203 0.29999 0.09099
H -0.12661 -0.31297 1.69042
H 2.17939 -0.92462 2.23684
H 1.70988 -1.64057 0.66537
H 4.83131 0.92281 -1.14646
H 6.64225 -0.33469 -2.22156
H 5.35668 -3.89444 -0.26377
H 3.57500 -2.65275 0.86151
H 3.54936 1.12492 2.17786
H 4.10182 1.75445 0.61065
H 1.75536 2.29219 -0.00671
H 2.21137 3.08876 1.52276
*
```


# 3
Here is the molecule CH4O3S in a non-equilibrium geometry from the OMol25 dataset. Energies are from ωB97M-V/def2-TZVPD.

The HOMO energy is -9.14 eV. The value obtained for the LUMO energy is 0.47 eV. As for the HOMO-LUMO gap: 9.61 eV. The energy relative to the best compared isomer or geometry (same formula, charge and spin) comes out at 170.2 kJ/mol. As for the max |F|: 4.6 eV Å⁻¹.

```
! wB97M-V def2-TZVPD RIJCOSX def2/J DEFGRID3
* xyz 0 1
O -0.43830 -0.43676 1.66227
C -0.03968 0.12141 0.53362
O 1.33191 -0.16816 0.28109
O -0.88237 -0.43904 -0.55258
S -0.69913 0.25147 -2.09956
H -1.44922 -0.55165 1.46386
H -0.05246 1.26988 0.52995
H 1.41850 -1.02618 0.81839
H 0.64758 0.37453 -1.88515
*
```


# 4
Here is a cluster of 2 separate species, C5H13NO in total from the OMol25 dataset. Energies are from ωB97M-V/def2-TZVPD.

The HOMO energy is -7.45 eV. The value obtained for the LUMO energy is 0.77 eV. As for the HOMO-LUMO gap: 8.22 eV. The energy relative to the best compared isomer or geometry (same formula, charge and spin) comes out at 94.7 kJ/mol. As for the max |F|: 0.9 eV Å⁻¹.

```
! wB97M-V def2-TZVPD RIJCOSX def2/J DEFGRID3
* xyz 0 1
C 1.12522 -0.17498 2.14817
C 0.74210 -0.11388 0.68394
C -0.69259 0.26572 0.35924
C 1.63972 -0.40811 -0.26618
C 1.38150 -0.33312 -1.74268
N 2.94521 -0.82458 0.00282
H 0.47724 0.45754 2.74061
H 2.14073 0.18338 2.29945
H 1.03406 -1.19755 2.54107
H -1.19126 0.62003 1.25888
H -1.23656 -0.61660 -0.01142
H -0.72595 1.00779 -0.42866
H 1.58537 -1.29393 -2.21790
H 0.34489 -0.08514 -1.94639
H 1.97838 0.44942 -2.21220
H 3.26148 -0.88091 0.95164
H 3.59199 -0.76512 -0.75756
O -5.68892 1.43668 -0.98434
H -5.95901 0.59860 -1.37258
H -5.07020 1.18196 -0.28355
*
```


# 5
Here is a cluster of 2 separate species, CH5OPS in total in a non-equilibrium geometry from the OMol25 dataset. Energies are from ωB97M-V/def2-TZVPD.

The HOMO energy (alpha / beta) is -8.27 / -8.24 eV. The value obtained for the LUMO energy (alpha / beta) is -1.43 / -1.49 eV. As for the HOMO-LUMO gap (alpha / beta): 6.84 / 6.75 eV. The energy relative to the best compared isomer or geometry (same formula, charge and spin) comes out at 213.7 kJ/mol. As for the max |F|: 2.7 eV Å⁻¹.

```
! wB97M-V def2-TZVPD RIJCOSX def2/J DEFGRID3
* xyz 0 1
C 1.08822 0.36765 0.57689
O 0.24042 -1.79499 -0.45113
P 0.34033 -0.24633 -0.95922
S -2.39046 0.96610 0.07748
H 0.75005 1.44448 0.83057
H 2.18545 0.25479 0.62941
H 0.62109 -0.21700 1.37528
H -0.35762 -2.44404 -0.93753
H -2.47748 1.66933 -1.14177
*
```


# 6
Here is the molecule C5H8O2 in a non-equilibrium geometry from the OMol25 dataset. Energies are from ωB97M-V/def2-TZVPD.

The HOMO energy is -9.38 eV. The value obtained for the LUMO energy is 0.77 eV. As for the HOMO-LUMO gap: 10.15 eV. The energy relative to the best compared isomer or geometry (same formula, charge and spin) comes out at 290.5 kJ/mol. As for the max |F|: 1.3 eV Å⁻¹.

```
! wB97M-V def2-TZVPD RIJCOSX def2/J DEFGRID3
* xyz 0 1
C -0.53522 -1.69113 0.66885
C -0.63892 -0.59930 -0.36092
O -1.39094 -0.90075 -1.49604
C -0.78844 0.77744 0.16676
C 0.50140 0.31460 -0.48244
C 1.54717 1.11106 -0.51966
O 1.39491 2.34167 0.09505
H -1.54204 -1.93885 1.01347
H 0.06134 -1.35859 1.52579
H -0.06957 -2.57422 0.23118
H -0.76548 -1.15274 -2.18274
H -0.82316 0.94074 1.24631
H -1.33509 1.50267 -0.43056
H 2.51694 1.01441 -0.99686
H 1.29140 2.16885 1.03731
*
```